No. 1
Molecular formula: C27H48O27
Method: DFT, the ωB97M-V functional and the def2-TZVPD basis

The value obtained for the energy above the lowest of the compared OMol25 structures with the same formula, charge and spin is 115.2 kcal/mol. Its SMILES is COC(=O)OC.COC(=O)OC.COC(=O)OC.COC(=O)OC.COC(=O)OC.COC(=O)OC.O=C1OCCO1.O=C1OCCO1.O=C1OCCO1. The electronic energy comes out at -3088.9646 hartree. The net charge is 0.

CARTESIAN COORDINATES (ANGSTROEM)
O1 5.75905 -2.01415 0.76489
O2 -5.98467 -1.72541 3.02290
O3 4.16654 2.37922 -3.20136
O4 -5.01408 -3.77588 2.43777
O5 3.06863 -3.58370 -4.14922
O6 2.40343 -5.10184 -2.64809
O7 4.63558 0.50769 -1.86563
O8 -5.09037 3.29136 -1.11684
O9 -3.26569 3.46037 -2.03539
O10 -3.27190 2.86799 0.19455
O11 2.70177 6.59218 0.26135
O12 -0.38655 -0.60742 0.21408
O13 -4.26216 3.50049 3.31590
O14 -4.23518 -1.68334 1.79238
O15 2.55200 1.03023 -2.71139
O16 -4.49000 3.38685 5.56507
O17 3.82711 5.01988 -1.09698
O18 0.52117 1.31266 -0.65550
O19 3.97588 -0.61505 0.88945
O20 -3.02071 2.04482 4.31704
O21 0.02431 -0.26294 -2.02853
O22 4.55434 -4.18685 -2.75646
O23 -0.50736 -6.27293 0.37692
O24 5.43897 -0.76532 2.67885
O25 -1.12452 -4.54615 -0.67281
O26 -2.54944 -6.25911 -0.66408
O27 3.14057 4.62245 1.03446
C1 1.91873 1.97869 -3.49118
C2 -4.01079 2.98969 4.50115
C3 3.28998 -4.41262 -3.15120
C4 3.26570 5.35501 -0.04869
C5 -5.07510 -2.56065 2.42962
C6 2.08234 6.54045 1.50639
C7 2.64005 5.36250 2.13379
C8 3.05078 2.84795 -3.95166
C9 1.94417 -3.68046 -4.99218
C10 0.42698 1.97217 0.57566
C11 -0.49191 -1.48241 -2.47901
C12 3.11334 -1.50737 0.15112
C13 6.84185 -2.72709 1.22455
C14 5.12272 -4.90973 -1.62659
C15 -5.10021 4.68253 3.16960
C16 5.07074 -1.09365 1.50933
C17 -3.22119 -2.27048 0.94045
C18 -3.79458 3.18577 -0.87015
C19 -1.50563 -5.71891 -0.29787
C20 0.19560 -4.13925 -0.29085
C21 0.58622 -5.36826 0.51001
C22 -1.86480 3.18214 -2.11748
C23 -2.56774 1.51720 3.05967
C24 3.83337 1.22781 -2.51262
C25 -6.94523 -2.27852 3.91139
C26 -0.03171 0.12511 -0.77096
C27 -6.06242 2.97442 -0.11162
H1 -6.88854 3.68387 -0.15962
H2 -3.76858 -2.62076 0.06537
H3 -1.42369 2.88603 -3.06924
H4 -0.96838 -1.47044 -3.45928
H5 3.26793 2.65755 -5.00271
H6 -6.45531 1.98937 -0.36342
H7 -2.45692 -1.49881 0.84807
H8 0.91600 -5.17212 1.53025
H9 1.10882 -3.78983 -4.30057
H10 5.94855 -4.31608 -1.23457
H11 -1.42442 2.39770 -1.50200
H12 1.17421 2.74881 0.73869
H13 4.31988 -4.86316 -0.89080
H14 -4.66204 5.36091 2.43753
H15 -5.71287 2.95615 0.92065
H16 3.48601 5.66580 2.75062
H17 7.62450 -2.31625 1.86235
H18 -3.35412 1.37947 2.31756
H19 0.74345 1.23925 1.31781
H20 -2.77884 -3.18384 1.33818
H21 0.28753 -2.23549 -2.59485
H22 -7.60097 -1.45933 4.20638
H23 5.28974 -5.93974 -1.94170
H24 -1.32419 4.02454 -1.68598
H25 -6.52298 -2.55738 4.87681
H26 6.44975 -3.48129 1.90684
H27 -0.60503 2.25512 0.78304
H28 1.32977 2.61301 -2.82873
H29 7.26989 -3.22287 0.35329
H30 2.45645 7.39359 2.07233
H31 -2.19553 0.49643 3.14681
H32 1.33152 1.59576 -4.32584
H33 1.37776 -5.81111 -0.09451
H34 2.41979 -1.98199 0.84526
H35 2.76832 3.89328 -3.82667
H36 3.66507 -2.33518 -0.29433
H37 -7.47858 -3.13322 3.49529
H38 1.58646 -2.73433 -5.39837
H39 -1.76975 2.13730 2.65127
H40 0.28696 -3.25979 0.34657
H41 2.52966 -1.02604 -0.63358
H42 -5.13225 5.32725 4.04789
H43 -6.12775 4.44692 2.89257
H44 2.09284 -4.52666 -5.66295
H45 0.99556 6.59464 1.57014
H46 0.80713 -4.00361 -1.18289
H47 2.00669 4.65847 2.67350
H48 -1.16749 -1.86999 -1.71646

These are the Löwdin partial charges, in e, on atoms 1 to 4:
1. O -0.039
2. O -0.025
3. O 0.061
4. O 0.128

---

No. 2
Molecular formula: C27H49Ba2N6O
Method: DFT, the ωB97M-V functional and the def2-TZVPD basis

The value obtained for the energy above the lowest of the compared OMol25 structures with the same formula, charge and spin is 262.1 kcal/mol. The electronic energy comes out at -1511.5990 hartree. The net charge is +3.

CARTESIAN COORDINATES (ANGSTROEM)
Ba1 19.66550 4.55734 -15.55982
Ba2 14.52477 5.07078 -11.55667
O1 15.19329 2.48500 -15.90567
N1 18.71527 3.83364 -20.87874
N2 10.58551 1.05556 -11.00666
N3 19.98773 -4.06690 -10.91862
N4 12.19862 -7.34261 -14.36275
N5 9.29108 -1.95276 -20.70902
N6 8.83680 5.18406 -21.69267
C1 7.42795 -0.79290 -10.32717
C2 9.69045 -1.36219 -21.61772
C3 7.77408 -0.98991 -11.83737
C4 12.06563 -7.25953 -15.43724
C5 5.42981 5.70764 -20.16276
C6 16.98490 5.90190 -23.89625
C7 19.06901 -4.80059 -13.29742
C8 11.85199 -7.13695 -16.94305
C9 13.61127 3.05452 -17.63668
C10 17.52667 -4.64943 -13.47234
C11 8.68078 0.07259 -12.42467
C12 16.63648 3.85071 -22.35059
C13 16.10463 5.25988 -22.74699
C14 6.31507 5.24913 -19.04822
C15 10.21092 -0.31184 -25.40694
C16 10.49780 -7.75668 -17.33217
C17 9.82264 -1.18926 -24.18637
C18 7.73082 5.89804 -19.32381
C19 17.04969 -3.19097 -13.29334
C20 14.24096 1.89196 -16.82034
C21 8.36478 5.51180 -20.64186
C22 14.67068 0.63919 -17.66399
C23 17.82147 3.87031 -21.54407
C24 19.52330 -4.45243 -11.93314
C25 9.74471 0.61577 -11.66822
C26 10.19979 -9.19316 -16.78315
C27 10.15955 -0.57280 -22.80667
H1 12.76504 2.72804 -18.24116
H2 7.66497 6.98383 -19.39325
H3 6.88878 -1.09642 -12.46427
H4 10.84717 -10.03110 -17.04170
H5 8.74953 -1.35429 -24.28276
H6 10.38148 -2.11744 -24.30590
H7 16.85251 3.26401 -23.24346
H8 9.62842 0.59739 -25.55557
H9 10.69365 -7.74525 -18.40438
H10 14.72709 -0.27515 -17.07334
H11 6.59860 4.20054 -19.13860
H12 10.03570 -0.87233 -26.32523
H13 16.94891 -5.25541 -12.77444
H14 9.01948 -0.16185 -13.43384
H15 16.34406 6.30373 -24.68108
H16 17.32099 -5.04692 -14.46622
H17 5.95537 5.56470 -18.06887
H18 8.22941 -0.93417 -9.60204
H19 12.67682 -7.67303 -17.41250
H20 9.26797 -9.44494 -17.28953
H21 11.26902 -0.07482 -25.51801
H22 13.82761 0.43328 -18.32350
H23 17.41684 -2.75380 -12.36480
H24 15.10280 5.12194 -23.15370
H25 17.66254 -2.59010 -13.96525
H26 5.35846 6.78132 -20.33659
H27 4.39604 5.36633 -20.10851
H28 8.27071 -1.94923 -11.98291
H29 9.79873 0.45427 -22.75168
H30 6.54724 -1.42333 -10.20466
H31 19.64722 -4.24273 -14.03400
H32 17.60132 6.61643 -23.35075
H33 17.42109 5.16912 -24.57512
H34 10.19511 -9.22402 -15.69360
H35 13.38095 1.54251 -16.24908
H36 15.86775 5.95872 -21.94473
H37 9.79477 -7.06403 -16.86949
H38 14.25311 3.52902 -18.37897
H39 8.45837 5.62100 -18.56091
H40 7.06315 0.21977 -10.15536
H41 11.24060 -0.43614 -22.77914
H42 15.67545 0.72618 -18.07747
H43 13.23203 3.75370 -16.89140
H44 15.90070 3.24628 -21.82012
H45 8.15407 1.02167 -12.52430
H46 19.38004 -5.84247 -13.37381
H47 11.96050 -6.07694 -17.17262
H48 16.00708 -3.02967 -13.56730
H49 5.96633 5.21315 -20.97253

These are the Löwdin partial charges, in e, on atoms 1 to 4:
1. Ba 1.648
2. Ba 1.681
3. O -0.261
4. N 0.124

---

Per-record HOMO energy, eV: -10.523; -14.055
Per-record gap between HOMO and LUMO, eV: 10.55; 2.99